Molecular formula: C2H5NO
Method: DFT, ωB97M-V with the def2-TZVPD basis set

Values from the calculation:
Electronic energy, eV: -5690.7451
2S+1: 1
F_max, eV Å⁻¹: 1.46
Energy relative to the best compared isomer or geometry (same formula, charge and spin), kcal/mol: 57.3
Orbital gap, eV: 9.8

CARTESIAN COORDINATES (ANGSTROEM)
C -1.42812 0.46724 0.06277
C 0.48269 -0.55477 -0.22574
O -0.00760 0.66761 -0.00706
N 1.77827 -0.53664 -0.05328
H -1.76686 0.91849 0.98647
H -1.70432 -0.59097 0.05430
H -1.86117 0.96101 -0.79430
H 2.26128 0.31145 0.18632
H 2.29733 -1.37769 -0.20224

=====

Molecular formula: C16H32B3ClNO5
Method: DFT, ωB97M-V with the def2-TZVPD basis set

Values from the calculation:
Electronic energy, eV: -43397.2955
2S+1: 1
F_max, eV Å⁻¹: 4.29
Total charge: -1
Energy relative to the best compared isomer or geometry (same formula, charge and spin), kcal/mol: 9.6
Orbital gap, eV: 3.2

CARTESIAN COORDINATES (ANGSTROEM)
C 0.89099 3.83564 2.22283
C 1.58108 2.46707 2.24156
C 0.56971 1.30957 2.21484
C 1.13975 0.02933 2.81792
C 1.40204 0.16625 4.35218
B 2.49600 -0.38361 2.12738
O 3.57901 -0.90908 2.83245
B 4.67922 -0.19897 2.44228
Cl 5.64720 0.54036 3.74454
O 4.98069 -0.03374 1.12839
B 3.85436 0.19228 0.34394
C 3.92100 0.95315 -1.04001
C 2.62269 0.69847 -1.78556
O 2.58601 0.31377 -2.88018
O 2.61391 -0.23250 0.75329
H 0.69876 4.18220 3.23411
H 1.59264 4.54973 1.79811
H -0.01790 3.80963 1.63824
H 2.28009 2.40650 3.07721
H 2.17862 2.38642 1.33318
H 0.37192 1.11097 1.16340
H -0.39055 1.58630 2.64231
H 0.43955 -0.80219 2.70915
H 1.46959 -0.82752 4.78091
H 0.58990 0.73510 4.79070
H 2.34324 0.67875 4.52561
H 4.73556 0.60914 -1.67188
H 3.96439 2.03389 -0.89084
H 1.65291 0.86474 -1.27994
C -0.82194 0.14767 -3.14534
C -2.18266 -0.51093 -2.86074
C -2.05928 -2.02764 -3.07459
C -1.25409 -2.76854 -2.00628
C -1.30402 -2.07961 -0.63708
C -2.51501 -1.15607 -0.42812
N -2.52012 -0.15573 -1.47333
O -3.58313 0.75144 -1.35118
C -2.29717 -0.44619 0.90893
C -3.80067 -1.99687 -0.31803
C -3.17049 -0.00739 -3.90714
H -0.88819 1.23174 -3.03317
H -0.47362 -0.06111 -4.16747
H -0.05405 -0.21061 -2.45865
H -3.06222 -2.46270 -3.11395
H -1.62107 -2.23003 -4.05936
H -1.63772 -3.79057 -1.92273
H -0.21091 -2.86916 -2.32148
H -1.26623 -2.84165 0.15009
H -0.39144 -1.48622 -0.51033
H -1.42241 0.20546 0.85644
H -2.12971 -1.17531 1.71368
H -3.15945 0.16164 1.18323
H -3.72271 -2.71626 0.50755
H -4.01013 -2.56661 -1.22557
H -4.66286 -1.36029 -0.11695
H -2.81771 -0.27327 -4.91095
H -3.27597 1.07561 -3.87355
H -4.15739 -0.45247 -3.77006

=====

Molecular formula: C13H17ClN3O7PPd
Method: DFT, ωB97M-V with the def2-TZVPD basis set

Values from the calculation:
Electronic energy, eV: -57842.2708
2S+1: 3
F_max, eV Å⁻¹: 0.71
Expectation value of S²: 2.006
Energy relative to the best compared isomer or geometry (same formula, charge and spin), kcal/mol: 0.0
Orbital gap (alpha / beta), eV: 9.0 / 7.6

CARTESIAN COORDINATES (ANGSTROEM)
Pd -0.31433 0.22246 0.25166
O 3.21698 -0.98606 1.87997
Cl 1.95775 -0.66164 1.33429
O 1.30879 0.45258 2.06093
O 2.05856 -0.19932 -0.06462
O 1.01769 -1.76519 1.34303
C 0.77766 5.25454 1.14814
N -0.63246 4.87216 1.25203
C -1.33653 5.35790 0.06378
N -0.75184 4.91442 -1.20506
C 0.66029 5.29561 -1.22535
N 1.43183 4.80596 -0.08435
C 1.57988 3.34605 -0.12108
P -0.07020 2.55244 -0.06330
C -0.77353 3.41813 1.39075
C -0.91815 3.47084 -1.40512
H 1.32132 4.85778 2.00642
H 0.83323 6.34441 1.17416
H -1.30748 6.44907 0.07798
H -2.37846 5.03706 0.10862
H 0.71180 6.38625 -1.22018
H 1.11630 4.93324 -2.14839
H 2.16768 2.99588 0.72945
H 2.10821 3.04691 -1.02811
H -0.25705 3.07121 2.28846
H -1.82398 3.13851 1.49258
H -1.97548 3.19861 -1.41955
H -0.50250 3.18064 -2.37211
O -3.73958 1.59184 -2.71036
C -4.65077 1.00590 -1.88413
C -6.01206 1.05269 -2.15964
C -6.91996 0.49385 -1.27606
C -6.48513 -0.09829 -0.09844
C -5.12983 -0.13092 0.17838
C -4.19906 0.39683 -0.71211
C -2.75607 0.28893 -0.37738
O -1.89335 0.05588 -1.26674
O -2.38874 0.42158 0.83332
H -4.20028 1.95004 -3.47831
H -6.35484 1.53584 -3.06802
H -7.97674 0.52836 -1.50772
H -7.19511 -0.52641 0.59524
H -4.76273 -0.57699 1.09336

=====

Molecular formula: C36H85Br9NO21P5
Method: DFT, ωB97M-V with the def2-TZVPD basis set

Values from the calculation:
Electronic energy, eV: -760026.4487
2S+1: 2
F_max, eV Å⁻¹: 4.49
Expectation value of S²: 0.784
Total charge: +1
Orbital gap (alpha / beta), eV: 8.3 / 3.6

CARTESIAN COORDINATES (ANGSTROEM)
C 2.47300 -0.89665 -4.79872
O 3.14117 -0.85424 -5.85738
N 2.13431 0.20856 -4.11266
C 1.80824 0.18811 -2.69800
C 2.15402 1.55025 -4.79148
H 2.33336 -1.85408 -4.27332
H 1.61375 -0.77100 -2.21802
H 1.02210 0.92646 -2.54010
H 2.56157 0.69858 -2.09797
H 2.30138 1.49797 -5.87021
H 1.25733 2.10229 -4.50988
H 2.96843 2.12723 -4.35340
C -1.82485 -1.65615 -7.21838
Br -0.40298 -2.54998 -8.25950
Br -3.37620 -1.11723 -8.39709
Br -0.98328 -0.16244 -6.24153
H -2.11329 -2.34294 -6.42263
C -4.87174 -5.23639 0.11517
Br -3.27541 -4.68594 -1.05349
Br -5.15898 -4.11993 1.66459
Br -4.78460 -7.11833 0.64322
H -5.77366 -5.10281 -0.48216
C 4.44695 1.86074 4.78460
Br 4.65711 0.58232 3.26941
Br 2.59348 1.93310 5.33916
Br 5.07123 3.66221 4.25036
H 5.06995 1.55735 5.62598
C 6.21611 -6.66485 -0.56879
C 6.23921 -5.80108 0.66246
O 5.01740 -6.00861 1.31691
P 4.05211 -4.74262 1.66904
O 2.73186 -5.15050 2.18967
O 4.92773 -3.75029 2.61236
C 5.09617 -4.13927 3.97455
C 6.28098 -5.14267 4.14318
O 4.10708 -3.85041 0.24697
C 3.20042 -2.80842 0.03825
C 3.96098 -1.50087 -0.13582
H 7.08580 -6.43033 -1.18259
H 6.30233 -7.73958 -0.40877
H 5.42225 -6.40300 -1.26831
H 7.12434 -6.01106 1.26293
H 6.35433 -4.74776 0.40678
H 5.46986 -3.23178 4.44881
H 4.18627 -4.41495 4.50763
H 5.95501 -6.16666 3.96073
H 7.10509 -4.95747 3.45425
H 6.85780 -5.09997 5.06706
H 2.60110 -3.01050 -0.84949
H 2.49072 -2.67334 0.85446
H 3.19581 -0.73209 -0.24353
H 4.59870 -1.19836 0.69478
H 4.56460 -1.73764 -1.01200
C -2.92777 -0.85987 -2.85680
C -1.49798 -0.27396 -2.55388
O -1.37482 0.14584 -1.16692
P -0.68945 -0.86413 -0.06930
O -0.45584 -2.24763 -0.60186
O 0.70379 -0.18014 0.43180
C 0.70658 1.20012 0.51995
C 1.82418 1.71115 1.38975
O -1.56302 -0.76262 1.31061
C -2.78175 -1.52788 1.39555
C -4.00923 -0.68299 0.89265
H -3.02769 -1.26842 -3.86238
H -3.14967 -1.68917 -2.18515
H -3.72323 -0.13444 -2.68628
H -0.66677 -0.84329 -2.96986
H -1.57302 0.56395 -3.24697
H 0.78025 1.60334 -0.49004
H -0.23603 1.59851 0.89529
H 2.73346 1.30379 0.94777
H 1.87425 2.78569 1.56574
H 1.89848 1.24567 2.37256
H -2.80301 -2.53869 0.98821
H -2.75007 -1.70576 2.47047
H -3.93810 -0.38412 -0.15315
H -5.00852 -1.07501 1.08193
H -4.04829 0.24974 1.45531
C 0.36233 3.61473 -7.72197
C -1.07383 3.10507 -7.90879
O -1.94179 3.84410 -7.06145
P -1.68744 3.97428 -5.43504
O -1.09064 2.79296 -4.74111
O -3.12380 4.39731 -4.84236
C -4.03448 3.44840 -4.42091
C -4.45343 2.53267 -5.59096
O -0.84435 5.38824 -5.28060
C -1.20810 6.53900 -5.93455
C -0.57780 7.78283 -5.21761
H 0.81576 3.18225 -6.83009
H 1.02257 3.28766 -8.52521
H 0.46772 4.69469 -7.61862
H -1.27816 3.35830 -8.94909
H -1.19728 2.02222 -7.89127
H -3.72016 2.83002 -3.58013
H -4.92438 3.95293 -4.04462
H -3.53427 2.06099 -5.93845
H -5.06571 1.69940 -5.24618
H -4.96871 3.02453 -6.41598
H -0.99372 6.44301 -6.99894
H -2.29170 6.63807 -5.87057
H -0.81636 7.81397 -4.15449
H 0.48626 7.80389 -5.45301
H -0.93580 8.72866 -5.62422
C 2.04867 -1.84787 3.49450
C 0.58116 -1.93446 3.75508
O 0.29498 -2.95929 4.70972
P -1.19235 -3.58976 4.89268
O -1.36145 -4.73639 5.81890
O -1.63677 -3.95320 3.36409
C -0.95508 -5.03524 2.74934
C -1.83455 -6.26459 2.96528
O -2.07244 -2.23340 5.32118
C -3.34151 -2.30579 5.89153
C -3.38259 -1.90624 7.37726
H 2.52253 -1.45797 4.39535
H 2.56866 -2.78340 3.28837
H 2.40257 -1.26241 2.64591
H 0.15740 -0.98575 4.08445
H -0.01909 -2.14107 2.86901
H -0.87895 -4.88008 1.67313
H 0.04003 -5.19237 3.16545
H -2.86790 -6.02546 3.21652
H -1.58184 -7.05161 2.25477
H -1.52158 -6.82036 3.84916
H -3.90182 -1.54782 5.34412
H -3.84361 -3.26173 5.74266
H -2.95774 -0.90327 7.41809
H -4.41904 -1.87991 7.71368
H -2.83730 -2.63721 7.97431
C 1.31872 6.94040 2.27704
C -0.00134 6.67833 2.94327
O -0.44025 5.40935 2.61914
P -1.75514 4.76398 3.18409
O -2.19403 5.51075 4.39604
O -2.81466 4.68491 1.94859
C -2.41677 4.14563 0.70178
C -3.11393 2.77650 0.47528
O -1.29907 3.25185 3.39756
C -2.05248 2.27278 4.10893
C -1.25805 1.84410 5.28449
H 1.39516 6.59173 1.24714
H 1.57973 7.99737 2.22442
H 2.11327 6.40091 2.79255
H 0.03559 6.82487 4.02275
H -0.77333 7.34935 2.56662
H -2.60964 4.87671 -0.08334
H -1.34091 3.97303 0.73091
H -4.16071 2.89707 0.19634
H -2.62729 2.14410 -0.26726
H -3.06567 2.24304 1.42458
H -2.93130 2.73484 4.55868
H -2.28406 1.41611 3.47602
H -1.90742 1.26506 5.94109
H -0.35305 1.29919 5.01593
H -0.92967 2.66186 5.92600

=====

Molecular formula: C2H3P
Method: DFT, ωB97M-V with the def2-TZVPD basis set

Values from the calculation:
Electronic energy, eV: -11405.6852
2S+1: 3
F_max, eV Å⁻¹: 2.90
Expectation value of S²: 2.007
Energy relative to the best compared isomer or geometry (same formula, charge and spin), kcal/mol: 19.0
Orbital gap (alpha / beta), eV: 7.3 / 7.5

CARTESIAN COORDINATES (ANGSTROEM)
C -0.62855 -0.47003 -0.59159
C -0.02826 0.09348 0.43142
P 0.61579 0.85843 1.80582
H -0.70181 -1.54724 -0.65938
H -0.94639 -0.14539 -1.64988
H 1.68922 1.21076 0.66362